Formula: C18H42B2F4O15S7V
Source: OMol25
Level of theory: wB97M-V/def2-TZVPD

Geometry as XYZ:
```
89
Properties=species:S:1:pos:R:3:mulliken_charge:R:1
V -2.0020 0.7676 0.4012 0.827
O -0.3087 -3.9878 3.2530 -0.685
C 0.6395 -3.3020 3.5639 0.655
O 1.4696 -2.7242 2.7434 -0.248
B 2.7148 -2.3288 3.6236 0.955
O 2.2755 -2.3116 5.0352 -0.529
C 1.0569 -2.9456 5.0446 0.366
O 0.3266 -3.0153 5.9678 -0.542
O 3.2758 -1.0126 3.2530 -0.144
C 4.6409 -1.0968 3.4353 0.556
O 5.3920 -0.2128 3.5006 -0.550
C 4.9812 -2.5913 3.3535 0.366
O 3.8271 -3.3040 3.3744 -0.578
O 6.0903 -3.0888 3.3230 -0.591
B -1.2152 1.8387 -2.5424 0.345
F -2.2332 2.7072 -2.9760 -0.355
F -1.1892 1.9654 -1.0519 0.338
F -1.4873 0.4852 -2.8877 -0.491
F 0.0258 2.1593 -2.9255 -0.266
C -4.8852 3.9134 1.6370 -1.054
S -3.3121 3.7724 0.7814 0.574
O -3.3233 2.2297 0.5923 -0.361
C -3.7656 4.5464 -0.7861 -0.921
H -5.0837 4.8673 2.0660 0.454
H -4.9045 3.1565 2.4455 0.304
H -5.6340 3.8562 0.8766 0.334
H -4.7530 4.3274 -1.1427 0.366
H -3.1012 4.2126 -1.5734 0.160
H -3.6700 5.6420 -0.5754 0.465
C 1.1107 -3.2112 -6.2176 -0.925
S 0.3441 -1.6602 -6.2321 0.325
O -0.6622 -1.5588 -5.1225 -0.558
C 1.7038 -0.7029 -5.7106 -0.679
H 0.2833 -3.9508 -6.3998 0.327
H 1.5823 -3.4682 -5.2769 0.275
H 1.7806 -3.3348 -7.0640 0.404
H 1.3477 0.1355 -5.1821 0.205
H 2.3698 -0.4730 -6.5344 0.407
H 2.2950 -1.3457 -5.0437 0.187
C -4.5933 -0.5137 -2.9514 -0.800
S -4.5138 0.5528 -1.5526 0.663
O -3.4152 -0.1167 -0.7261 -0.506
C -6.1279 0.1824 -0.8309 -0.998
H -3.5788 -0.5660 -3.3409 0.040
H -5.1768 0.0042 -3.7753 0.403
H -4.9895 -1.5301 -2.7416 0.339
H -5.7950 -0.7435 -0.3289 0.318
H -6.9828 0.0675 -1.5360 0.392
H -6.2480 0.8973 -0.0136 0.292
C -3.0366 -2.9481 2.2204 -1.184
S -1.8637 -1.6078 2.4678 1.347
O -2.6568 -0.4187 1.8631 -0.832
C -2.1997 -1.4801 4.2141 -1.279
H -3.0509 -3.2871 1.1465 0.272
H -4.0116 -2.6227 2.5875 0.413
H -2.6632 -3.7958 2.7851 0.442
H -1.9019 -2.4525 4.6234 0.497
H -3.2604 -1.1804 4.3560 0.431
H -1.5050 -0.7786 4.6704 0.331
C 0.0627 -1.9171 -2.2554 -1.073
S 0.3560 -0.6528 -1.0780 0.846
O -0.8896 -0.7714 -0.1295 -0.100
C 1.8492 -1.3516 -0.3409 -0.773
H 1.0416 -2.1778 -2.6036 0.556
H -0.5427 -1.5584 -3.0411 0.207
H -0.4692 -2.7165 -1.7648 0.193
H 2.3497 -0.6226 0.3282 -0.044
H 2.5331 -1.5365 -1.1819 0.484
H 1.6501 -2.2973 0.2288 0.333
C 6.5547 0.3471 0.0154 -0.937
S 5.2783 1.3570 -0.8237 0.348
O 4.0049 1.1973 -0.0045 -0.456
C 5.9387 3.0456 -0.5065 -0.957
H 6.4870 0.6529 1.0346 0.272
H 7.5615 0.5137 -0.3434 0.439
H 6.2919 -0.6986 -0.1235 0.303
H 7.0145 2.8831 -0.6682 0.394
H 5.7460 3.3820 0.4966 0.298
H 5.5571 3.7574 -1.2667 0.304
C 1.2007 2.3952 0.4025 0.006
S 0.2163 2.6612 1.8224 0.279
O -0.7154 1.4313 1.7366 -0.419
C 1.4070 2.2300 3.1673 -0.931
H 2.0493 3.0216 0.5587 0.688
H 0.7100 2.7700 -0.5088 0.118
H 1.4576 1.3443 0.3711 -0.755
H 0.8436 2.3823 4.1019 0.451
H 2.1212 3.0513 3.0964 0.514
H 1.9020 1.2595 3.1162 0.112
```

For the orbital gap (spin up / spin down), the calculation gives 7.788 / 8.684 eV. Its spin multiplicity is 3. The charge is +1. The value obtained for the LUMO energy (spin up / spin down) is -3.20 / -2.30 eV. The HOMO energy (spin up / spin down) comes out at -10.988 / -10.988 eV.